Record 1
9
Properties=species:S:1:pos:R:3:forces:R:3 method="wB97M-V/def2-TZVPD" de_lowest_kj_mol=99.5 homo_ha=-0.373 total_charge=0 e_lumo_ha=0.022
O -0.214440 -1.506639 1.289949 -0.2 0.7 -0.3
H 0.833931 -1.916732 -0.307757 1.4 -1.2 -1.1
C 0.208799 -1.254125 0.197176 -0.6 -0.7 1.6
O -0.015250 -0.202770 -0.576370 -1.3 1.4 -0.3
C -2.192891 0.452265 0.198975 0.7 1.0 -1.6
H -0.316023 1.514907 0.459625 -0.2 1.1 0.3
C -0.890020 0.778347 -0.038999 -1.2 -2.1 0.9
F -3.079884 1.321801 0.729187 1.0 -0.9 -0.2
Cl -2.953972 -0.909789 -0.576642 0.3 0.7 0.7

Record 2
64
Properties=species:S:1:pos:R:3:forces:R:3 method="wB97M-V/def2-TZVPD" de_lowest_kj_mol=0.0 homo_ha=-0.363 total_charge=0 e_lumo_ha=0.010
Br 9.404287 -16.175908 -8.941797 0.1 -0.1 -0.6
Br 7.642949 -11.980572 -3.547947 -0.5 0.7 -0.6
C 10.957242 -14.235438 -6.024764 -0.2 -0.6 -0.3
H 10.116334 -11.977869 -5.146101 0.5 -0.3 0.0
C 5.470827 -10.354268 -4.540055 0.3 0.7 1.2
H 7.353015 -11.195256 -11.056506 0.4 -0.6 0.3
H 8.349813 -15.702183 -6.483105 0.0 -0.1 0.5
H 11.559514 -15.003363 -6.510220 0.3 0.5 -0.4
H 8.902392 -12.533421 -6.304379 -0.4 -0.2 0.6
O 8.991153 -9.879119 -6.298394 -0.9 0.1 1.0
Br 5.964367 -14.909289 -4.643660 0.4 -1.5 0.1
C 9.915549 -12.144023 -6.204480 -1.7 -0.1 -1.1
H 5.925528 -19.443139 -10.136126 0.2 0.0 0.3
H 5.601387 -18.198567 -8.834330 1.0 0.4 -0.7
H 4.999769 -10.609583 -3.590826 0.0 -0.6 -0.3
H 5.970702 -12.281636 -5.354890 0.0 0.1 0.0
Br 7.513255 -19.671781 -8.114803 -0.5 0.0 -0.4
C 4.360148 -15.538435 -9.521106 -1.9 -0.1 -1.8
H 5.611426 -12.069299 -8.093741 0.0 -0.3 0.9
H 8.116782 -15.796636 -3.892503 -0.1 -0.2 0.1
Br 10.310007 -12.551796 -11.744741 0.4 -1.0 0.5
C 9.857161 -10.772185 -6.915512 2.4 -0.9 0.3
H 10.900148 -15.059396 -11.527500 -0.1 0.3 -0.1
H 4.272250 -16.453422 -10.106910 0.4 -0.7 0.7
H 9.663651 -10.940336 -7.974930 -0.1 0.3 -0.2
C 4.696440 -19.908163 -8.395626 -0.4 -1.6 -0.3
H 9.510813 -8.177022 -7.307974 0.3 0.1 -0.2
O 6.659638 -12.641992 -9.712474 -1.0 0.1 -0.1
H 4.989262 -14.248718 -7.193685 -0.1 0.0 0.0
C 5.850803 -19.233343 -9.069123 -0.7 1.1 0.9
C 8.043417 -16.562355 -5.887848 -0.7 -1.2 0.3
C 9.409038 -8.532889 -6.282738 -0.4 0.8 -0.7
H 8.660486 -7.874077 -5.842578 -0.5 -0.6 0.1
C 5.655815 -14.265811 -8.055955 1.2 1.1 -0.7
H 4.647966 -19.769516 -7.315575 -0.1 0.5 -0.3
C 6.471311 -11.363167 -5.048464 -0.4 -0.8 0.1
C 6.572008 -11.335692 -10.309237 0.4 0.1 -0.1
H 4.606035 -12.740258 -9.263184 -0.2 -0.4 -0.4
H 10.050075 -14.792755 -5.791213 -0.4 0.4 0.0
Br 9.636748 -17.747091 -5.613928 -0.6 0.6 -0.1
H 6.692333 -10.504803 -9.614062 0.1 -0.2 0.6
H 3.474410 -15.460462 -8.890635 -0.3 0.1 0.0
H 7.357522 -17.189350 -6.457522 0.2 0.1 -0.3
O 5.508754 -15.437828 -8.815387 1.7 -0.2 0.6
H 7.100211 -17.242553 -4.024866 -0.5 0.3 -0.3
H 4.308433 -14.855968 -10.369424 -0.1 0.9 0.2
O 10.721259 -13.122676 -6.893522 0.5 0.6 1.3
H 11.422789 -14.008355 -5.065695 0.1 0.6 -0.1
Br 2.972893 -19.280536 -9.222147 1.0 -0.4 0.5
H 5.971625 -9.425162 -4.267898 0.0 0.2 -0.6
H 10.307400 -8.256654 -5.730713 0.4 -0.8 0.1
C 10.626971 -14.310293 -10.784316 -0.3 0.2 -0.3
H 6.704838 -14.267466 -7.759905 0.0 -0.4 0.6
H 9.148864 -13.810243 -9.370834 -0.3 0.0 -0.3
C 5.561787 -12.921532 -8.771477 0.2 1.4 -1.2
Br 3.986324 -9.956989 -5.739987 0.5 -0.2 -0.1
H 7.078821 -11.006572 -5.880256 0.1 0.2 0.4
C 7.405603 -16.324877 -4.527555 1.0 1.5 0.0
C 9.313371 -14.607079 -10.096151 0.3 0.8 0.4
H 11.450418 -14.179978 -10.082151 -0.2 0.3 -0.1
H 5.685403 -11.062292 -10.881322 -0.7 -0.8 0.2
H 4.777773 -20.982621 -8.560036 -0.5 0.0 -0.1
H 8.486834 -14.666679 -10.804242 0.0 -0.2 0.3
H 10.867344 -10.394824 -6.756663 0.3 0.3 -0.7

Record 3
61
Properties=species:S:1:pos:R:3:forces:R:3 method="wB97M-V/def2-TZVPD" de_lowest_kj_mol=11.7 homo_ha=-0.312 total_charge=0 e_lumo_ha=-0.013
H -2.724307 2.200475 -2.769667 -0.1 0.0 -0.1
C -4.599904 -1.437697 0.608498 0.2 -0.2 0.0
C -1.104643 2.560966 -1.400213 0.0 0.1 0.3
H -0.416469 -1.464729 2.623131 0.0 0.0 0.2
H 0.149958 -5.216315 0.514007 -0.1 -0.1 0.0
C -5.887374 -1.830685 -0.102142 0.2 0.1 0.1
C -2.414939 2.284737 -1.739945 -0.2 0.0 0.0
C -0.421362 -1.173878 1.585399 -0.2 -0.1 0.0
C -1.694043 2.530251 0.934222 0.1 0.0 -0.1
H -4.098713 -0.645160 0.050588 0.0 0.0 0.1
H -2.308399 -1.534304 -1.209295 -0.1 0.0 0.0
C -0.466008 -0.486033 -1.083200 0.3 0.1 0.2
C -3.342286 2.111734 -0.727796 0.2 0.0 0.0
O 0.854245 3.964624 1.134879 0.0 0.1 0.1
C 3.302104 -2.128219 -0.475828 -0.1 -0.1 -0.2
C 0.466477 -4.569214 -0.302480 0.0 0.0 0.0
C 2.735462 -4.989539 0.295268 0.0 0.1 0.1
H -6.533436 -0.963828 -0.210229 -0.1 0.0 0.0
H -5.673356 -2.223014 -1.094003 0.0 -0.1 -0.1
H 1.417214 -0.104361 1.682759 0.1 0.0 0.1
O 5.013044 0.904660 0.256539 0.1 0.1 0.1
H -4.825491 -1.050076 1.603644 0.1 0.0 0.0
H -6.419911 -2.593536 0.460881 -0.1 -0.1 0.0
C -3.654224 -2.631040 0.756436 -0.4 0.2 -0.1
H 2.476340 -3.529387 -1.907235 -0.1 0.0 0.0
C 1.658056 0.850391 -0.842959 -0.5 0.1 0.0
C 0.664723 2.936292 0.323571 0.4 -0.3 -0.2
H -3.755611 2.099715 1.368050 -0.1 0.0 0.1
H 2.977446 -5.581264 -0.602720 0.0 0.0 0.0
C 3.483623 -0.858200 -1.326491 0.3 -0.3 0.1
C 1.701756 2.138842 -0.062050 0.2 0.3 0.1
C 3.843121 1.127996 0.042132 0.5 -0.3 -0.1
H 1.819682 4.001534 1.381729 -0.1 -0.2 -0.2
C -1.506769 -1.230204 -0.555136 -0.3 -0.3 0.1
H 2.973656 -0.965933 -2.287678 0.0 0.1 0.0
H -0.275720 -3.782374 -0.426894 -0.1 0.0 0.0
H -1.403695 2.635286 1.967480 0.0 0.0 0.1
H -3.439921 -3.081087 -0.221110 0.0 0.0 0.1
C 3.018740 2.319256 0.493662 -0.7 0.6 0.0
H 0.507991 -5.167039 -1.227810 0.0 0.0 0.0
C -3.002845 2.232981 0.607659 -0.2 0.0 -0.1
H -0.368664 2.711243 -2.174470 0.1 0.0 -0.1
H 3.646333 -4.525573 0.665008 0.1 -0.1 0.0
H 2.359833 -5.663939 1.062992 0.1 -0.1 0.0
H 1.468155 1.020502 -1.913384 0.0 -0.1 0.1
H -4.116558 -3.394861 1.387785 0.0 0.0 -0.1
N 1.739308 -3.970578 0.037769 0.0 0.0 -0.1
O 3.374080 3.241907 1.218946 0.2 -0.2 0.0
O -2.457070 -2.294624 1.429982 0.2 0.0 0.2
N 3.007577 0.341630 -0.681472 -0.2 0.2 0.0
H 1.300889 -2.393792 -1.206392 0.1 -0.1 -0.1
C 0.585383 -0.058773 -0.289984 -0.1 -0.2 -0.3
H -0.485975 -0.231641 -2.133569 0.0 0.1 -0.1
H 4.549630 -0.692545 -1.507101 -0.2 0.0 -0.1
H 3.088670 -1.843884 0.554322 0.1 0.0 0.0
C -1.501423 -1.574256 0.793114 0.2 0.2 -0.1
C -0.735170 2.676550 -0.064012 -0.1 0.3 0.0
C 2.164795 -3.020399 -0.974964 0.0 0.1 0.3
H 4.237417 -2.686349 -0.478487 0.1 0.0 0.1
C 0.599278 -0.421817 1.052829 -0.1 -0.1 -0.2
F -4.615834 1.815712 -1.055436 0.1 0.0 0.0